Record 1
10 unconnected molecules or ions with the total composition C22H68N16O10. Source: OMol25; level of theory: ωB97M-V with the def2-TZVPD basis set.

```
116
Properties=species:S:1:pos:R:3:forces:R:3
C 0.547 2.423 -3.906 1.5719 0.1601 -3.3971
O 0.437 2.774 -5.095 -1.1116 0.8006 0.8171
N 0.307 3.082 -2.803 -1.7082 2.5651 0.5135
N 1.201 1.308 -3.682 1.3451 -3.5590 0.7927
H -0.143 3.969 -2.977 -0.0044 -0.1302 0.6402
H 0.505 2.684 -1.896 -0.0703 0.1926 0.0573
H 1.587 0.803 -4.467 -0.2333 0.1628 0.3066
H 1.302 0.947 -2.745 0.1948 -0.1789 -0.2088
C 1.791 3.133 4.079 1.5297 -0.9208 0.1781
O 0.607 3.387 4.018 -1.0403 0.4382 -0.1339
N 2.460 2.233 3.339 -2.4227 -0.9099 -2.6777
N 2.688 3.575 4.932 -0.0934 2.6680 2.4185
H 1.680 1.650 3.072 0.9675 -1.3463 -1.0485
H 3.368 1.897 3.627 -0.1911 -0.7391 -0.0803
H 3.635 3.283 4.736 0.1152 0.6721 1.0519
H 2.310 4.204 5.625 1.0418 0.1507 0.1725
C -2.638 3.190 -1.006 -2.6040 1.8500 -1.1123
O -1.749 2.740 -0.376 3.3548 -0.8374 3.2893
N -3.293 4.327 -0.796 0.1826 2.6068 2.2327
N -3.105 2.574 -2.025 -1.6884 -3.1437 -4.0842
H -4.047 4.737 -1.328 0.3561 -0.4669 0.1291
H -2.967 4.782 0.044 -0.5838 0.3505 -0.1431
H -2.919 1.581 -2.016 -0.2292 -0.1533 -0.5512
H -3.968 2.884 -2.447 0.2283 -0.3739 0.0271
C 2.802 -2.790 1.808 2.0593 4.3698 2.6311
O 1.771 -3.257 1.586 -7.4626 -3.5348 -1.9487
N 3.887 -3.451 1.784 5.2023 -3.1600 -0.6565
N 2.961 -1.556 2.264 0.0075 2.0577 0.7132
H 3.836 -4.447 1.624 0.3567 0.3502 -0.0583
H 4.749 -2.940 1.903 0.1356 -0.7011 -0.0429
H 2.140 -0.997 2.447 0.3081 -0.0012 -0.2032
H 3.821 -1.308 2.732 -0.1547 0.3745 0.0515
C 1.097 0.827 0.069 -1.2845 -1.8788 -0.5821
O 2.156 0.409 0.425 2.2927 -1.0029 0.7507
N 0.825 2.060 -0.173 0.9947 6.1426 -0.6894
N 0.037 0.086 -0.256 -0.8492 -2.2352 0.1312
H -0.100 2.465 -0.190 -0.0732 -0.4131 0.3157
H 1.602 2.701 -0.099 -0.0505 0.2019 0.5657
H 0.190 -0.909 -0.179 -0.7791 -0.2905 -0.3125
H -0.772 0.489 -0.707 0.1595 -0.2651 0.2433
C -1.800 6.280 1.289 0.0342 -1.4726 0.0107
O -2.554 6.952 1.884 -3.0923 4.4627 1.8746
N -1.333 6.429 0.079 1.3455 1.6306 -4.1269
N -1.481 5.130 1.777 1.4988 -4.4614 2.1987
H -0.914 5.615 -0.347 -0.0101 0.4082 -0.1635
H -1.835 7.052 -0.537 0.2720 -0.0328 0.0984
H -1.719 4.961 2.744 0.2577 -0.2312 -0.2132
H -0.913 4.459 1.279 -0.0213 -0.0743 0.5099
C 1.404 -3.399 -1.834 1.1112 -0.5467 -0.1121
C 0.143 -3.875 -1.190 -0.0363 -0.4753 -1.8231
C 0.259 -5.268 -0.616 -0.7376 -0.1905 -0.8905
O 0.548 -6.196 -1.679 0.4968 -0.8458 0.7074
C 0.758 -7.538 -1.172 0.1863 1.1114 0.2511
N -0.240 -2.862 -0.264 -0.1747 -0.1722 0.8989
H 1.258 -2.417 -2.284 0.1886 -0.1266 -0.1618
H 1.763 -4.167 -2.520 -0.1152 0.2990 -0.4851
H 2.202 -3.337 -1.094 0.0161 0.3347 0.2397
H -0.574 -3.983 -2.004 -0.4507 0.0067 -0.0722
H -0.775 -5.451 -0.327 0.0015 -0.4833 0.9355
H 0.991 -5.324 0.190 -0.0854 -0.0687 0.1471
H 0.950 -7.491 -0.100 -0.1199 -0.0201 0.1796
H 1.668 -7.969 -1.590 -0.1557 0.0372 -0.4391
H -0.102 -8.188 -1.330 -0.0820 0.0667 -0.2300
H -0.946 -3.173 0.389 -0.8214 -0.2977 -0.2416
H 0.553 -2.961 0.353 0.5550 1.0345 0.8112
C -2.180 0.010 -4.926 -0.8905 -0.5863 0.6579
C -1.853 -0.667 -3.568 -0.7297 -0.2761 0.1941
C -3.107 -1.276 -2.826 0.0787 -0.8827 -2.1518
O -3.788 -0.381 -2.069 -1.1031 1.8134 1.6364
C -4.542 -1.003 -1.046 0.2267 0.7530 1.0010
N -1.035 -1.831 -3.753 0.4964 -0.7862 -0.1710
H -3.018 0.699 -4.824 0.0578 0.2733 0.2315
H -2.571 -0.772 -5.577 0.2522 -0.1175 -0.2249
H -1.370 0.552 -5.413 0.2182 -0.1776 0.2965
H -1.343 0.051 -2.924 -0.2004 0.3686 0.3296
H -3.057 -2.208 -2.264 1.7141 -0.0683 0.3442
H -3.797 -1.655 -3.580 -0.1465 0.1536 -0.9413
H -5.043 -1.923 -1.348 -0.2756 0.1981 -0.3153
H -5.201 -0.257 -0.602 -0.5193 -0.0630 -0.5845
H -3.936 -1.242 -0.171 0.6568 -0.4069 -0.1457
H -0.882 -2.211 -2.830 0.2372 -0.2649 0.0535
H -0.119 -1.645 -4.137 0.0352 0.2667 -0.1848
C 4.983 3.389 0.442 -1.6191 -0.3186 0.1768
C 4.379 4.177 -0.705 0.7714 -1.1327 0.3159
C 3.413 5.299 -0.224 0.3932 -0.3700 0.2540
O 2.489 4.790 0.759 1.8013 -1.6958 -1.9796
C 1.880 5.627 1.644 -1.5751 1.2668 0.2988
N 5.484 4.623 -1.547 0.2476 1.5217 -0.5377
H 4.148 2.792 0.807 0.1856 0.0502 0.9752
H 5.370 4.096 1.176 0.2372 -0.4295 0.2843
H 5.686 2.636 0.084 0.3617 0.3672 0.0229
H 3.892 3.423 -1.323 -0.7625 0.2628 -0.0739
H 2.931 5.715 -1.108 -0.4911 0.0598 0.0107
H 3.977 6.113 0.231 0.3421 0.0901 0.1047
H 2.476 6.199 2.356 0.7554 -0.3250 0.0537
H 1.158 5.023 2.194 0.2112 0.0469 0.2081
H 1.308 6.379 1.101 -0.3077 0.3594 -0.1052
H 6.121 5.159 -0.976 -0.0518 0.7254 0.2806
H 6.104 3.848 -1.737 -0.4561 -0.5814 -0.3422
C -3.330 -6.332 1.699 0.9507 1.2981 -1.5774
C -2.631 -5.782 2.944 -0.6240 -1.7228 -1.7984
C -2.853 -4.320 3.215 -0.1979 0.8892 -0.2403
O -2.430 -3.462 2.127 -0.1549 -1.1573 0.0390
C -1.822 -2.266 2.523 0.2784 0.7061 1.8584
N -3.213 -6.615 3.946 -0.3256 -0.4268 2.7642
H -4.388 -6.072 1.673 -0.0184 0.2151 -0.0589
H -3.255 -7.415 1.608 0.1842 -0.0076 0.2694
H -2.791 -5.916 0.847 -0.5182 0.0598 -0.6018
H -1.590 -6.084 2.829 0.2968 0.5941 0.2952
H -2.451 -4.056 4.194 0.7497 0.1591 -0.1513
H -3.916 -4.140 3.375 -0.4565 -0.1466 -0.2406
H -0.941 -2.443 3.141 0.5779 -0.2793 -0.3987
H -2.428 -1.719 3.245 -0.6871 0.2250 -0.1285
H -1.570 -1.563 1.729 -0.1601 -0.5629 -0.3715
H -4.218 -6.592 3.841 -0.3531 0.3873 0.2154
H -3.033 -7.581 3.713 0.4757 -0.0893 0.1512
```
Forces are in eV/Å.

Calculated values
Lowest unoccupied orbital energy (alpha / beta)   1.984 / 1.953 eV
Kohn-Sham gap (alpha / beta)   1.685 / 8.810 eV
Net charge   -1
Spin multiplicity   2

Record 2
A gas-phase ion, C3H9INO (charge +1). Source: OMol25; level of theory: ωB97M-V with the def2-TZVPD basis set.

```
15
Properties=species:S:1:pos:R:3:forces:R:3
C 2.333 0.422 0.058 0.0855 0.0422 0.0210
C 1.196 -0.559 -0.020 -0.0601 -0.1409 -0.0525
O -0.033 0.194 -0.151 -0.1366 0.0798 0.0759
C -1.179 -0.555 -0.104 0.0241 -0.0213 -0.1068
N -2.276 0.430 0.195 0.0503 0.0099 0.0472
I -2.456 1.966 -1.228 -0.0053 -0.0285 -0.0032
H 3.257 -0.118 0.265 -0.0157 0.0266 -0.0169
H 2.167 1.141 0.861 0.0212 -0.0440 -0.0195
H 2.456 0.960 -0.881 -0.0344 -0.0050 0.0279
H 1.127 -1.175 0.884 0.0117 0.0453 -0.0257
H 1.294 -1.219 -0.887 -0.0063 0.0046 0.0484
H -1.182 -1.292 0.711 -0.0142 0.0422 -0.0360
H -1.446 -1.034 -1.054 0.0729 -0.0123 0.0649
H -2.079 0.882 1.091 -0.0020 -0.0286 -0.0253
H -3.177 -0.044 0.261 0.0089 0.0300 0.0005
```
Forces are in eV/Å.

Calculated values
Lowest unoccupied orbital energy   -5.710 eV
Kohn-Sham gap   8.951 eV
Net charge   +1
SMILES   CCOC[NH2+]I

no.,E_tot (eV)
1,-68232.4050
2,-14887.2836